(1)
# C16H16N6O4

One molecule with the formula C16H16N6O4 (wB97M-V/def2-TZVPD, the Open Molecules 2025 dataset).

```
42
Properties=species:S:1:pos:R:3:forces:R:3:lowdin_charge:R:1
O 4.434 -6.357 -2.537 0.3397 -0.4551 0.7405 0.100
O -1.264 3.429 1.206 0.1465 -0.6643 -0.3139 0.056
N 4.084 -3.990 1.377 -0.1280 0.6946 0.1509 0.103
N 1.566 -1.837 -0.105 0.1103 -0.3348 -0.3753 0.179
O 5.429 -7.322 -0.745 -0.7422 0.8158 -0.3723 0.105
O -5.373 4.652 -1.045 -0.1348 -0.0670 0.8764 -0.138
C 4.712 -6.328 -1.353 -0.3703 -0.0757 -1.6613 -0.470
C -1.128 2.369 0.606 -2.2708 1.9790 -0.4254 -0.393
C 4.677 -4.995 0.825 1.2756 -1.6936 -0.0896 -0.082
C 2.510 -2.341 0.638 -0.8304 1.2061 0.1754 -0.274
C 4.260 -5.227 -0.522 1.4979 -0.7860 2.4040 -0.140
C 3.375 -4.253 -0.757 -1.1266 1.1181 -1.4186 0.039
C 0.833 1.680 2.047 0.6012 -0.9184 0.0478 0.003
C 0.213 0.296 0.132 -0.1139 0.7462 0.8237 0.057
C 1.813 0.735 2.410 -0.7227 -0.1655 -0.4248 0.008
C 1.182 -0.625 0.518 -0.1447 -0.9334 -1.2304 -0.216
C -0.018 1.457 0.924 1.2350 -2.0402 -0.5724 -0.123
C 1.936 -0.435 1.646 0.1398 0.6040 0.7341 -0.204
N 3.275 -3.510 0.398 -0.9394 0.5579 -0.8568 -0.037
N 2.735 -1.554 1.747 0.9857 -0.3381 0.2972 0.174
N -2.094 1.994 -0.379 0.8753 0.3689 0.8462 0.079
N -3.260 2.731 -0.755 0.6802 -0.8955 -1.1556 -0.149
C -4.400 4.556 -2.050 0.8385 -1.6103 -0.1354 -0.199
C -5.607 3.422 -0.336 0.5266 -0.0619 -0.8874 -0.166
C -3.042 3.968 -1.542 -0.0830 1.1519 2.4039 -0.121
C -4.325 2.798 0.232 0.0266 0.2679 0.1696 -0.154
H 5.484 -7.996 -1.442 0.2646 -0.0344 0.1215 0.128
H 5.459 -5.596 1.317 -0.6879 0.5357 0.0560 0.133
H 2.919 -4.096 -1.755 -0.1357 0.4285 1.2543 0.164
H 0.778 2.557 2.686 -0.4340 -0.0136 -0.3938 0.116
H -0.348 0.083 -0.763 -0.0718 -0.0100 -0.1023 0.107
H 2.429 0.837 3.288 0.0200 0.3791 0.1494 0.106
H 3.474 -1.685 2.415 0.0598 -0.1939 0.0036 0.151
H -1.888 1.127 -0.863 -0.7308 0.4661 -0.0851 0.111
H -4.756 3.906 -2.874 -0.0333 0.0109 0.2638 0.122
H -4.242 5.532 -2.486 0.0462 0.3522 0.1710 0.116
H -6.329 3.617 0.463 0.2913 0.1683 -0.1351 0.125
H -6.072 2.710 -1.028 0.0127 -0.0261 -0.0930 0.118
H -2.367 3.795 -2.349 0.2721 -0.4430 -0.7519 0.102
H -2.503 4.718 -0.872 -0.7830 -0.5344 -0.6972 0.133
H -3.992 3.376 1.074 0.1324 0.5050 0.6899 0.107
H -4.570 1.802 0.608 0.1054 -0.0613 -0.2018 0.125
```
Forces are in eV/Å.

Computed properties:
ΔE to the lowest compared entry with this formula, charge and spin in kcal per mole: 1.15
Total charge: 0
E_LUMO in eV: 0.0

(2)
# C2H3OPS

One molecule with the formula C2H3OPS (wB97M-V/def2-TZVPD, the Open Molecules 2025 dataset).

```
8
Properties=species:S:1:pos:R:3:forces:R:3:lowdin_charge:R:1
C 0.271 -0.350 -0.230 0.8135 0.4637 -0.8656 -0.927
C 0.117 0.556 0.928 -0.6571 0.3091 2.4825 -0.173
O -1.377 -0.495 -2.287 -0.6389 0.2324 -0.3408 -0.529
P -0.771 -1.444 -1.342 0.6015 0.0320 0.3690 0.671
S 1.590 -0.626 -1.199 -1.0502 0.1196 1.1194 0.684
H 0.118 -0.130 1.841 0.1045 0.5949 -0.9777 0.106
H 0.866 1.327 1.155 0.5267 -0.6038 -0.6578 0.071
H -0.814 1.161 1.132 0.3000 -1.1479 -1.1290 0.097
```
Forces are in eV/Å.

Computed properties:
ΔE to the lowest compared entry with this formula, charge and spin in kcal per mole: 10.29
Total charge: 0
E_LUMO in eV: -1.0